(1)
ORCA calculation (the ωB97M-V functional and the def2-TZVPD basis) on a structure of composition H30O15 in a non-equilibrium geometry.

XYZ file:
```
45
Properties=species:S:1:pos:R:3:forces:R:3:mulliken_charge:R:1
H -0.580548 -0.380486 -0.715804 0.2 -0.2 -0.4 0.287
H 0.830920 -0.362778 -0.152345 0.2 0.4 0.1 0.050
H -2.879049 -2.807300 -0.105493 -0.1 0.0 -0.3 0.307
H -4.350613 -2.916801 -0.469571 0.2 0.1 0.2 0.292
H 0.190671 -0.699569 2.869613 0.2 -0.1 0.3 0.312
H 0.894032 0.628119 2.640335 0.1 0.1 0.3 0.349
H 3.613636 1.737635 2.116608 0.3 -0.7 0.2 0.238
H 3.272880 2.387531 0.785607 0.1 -1.3 0.1 0.308
H -3.765032 -1.074059 -2.496425 0.3 -0.1 -0.1 0.294
H -4.565739 -2.363902 -2.424215 0.1 0.1 -0.3 0.300
H -1.424369 0.321489 -4.639764 0.0 0.2 0.0 0.310
H -0.139221 0.501863 -3.848623 0.2 0.2 0.1 0.327
H 3.009165 -3.380736 1.777068 0.2 0.2 0.1 0.303
H 2.748697 -4.454304 2.820931 0.0 0.1 0.1 0.298
H 1.418287 4.111086 1.061581 -0.4 0.9 -0.2 0.217
H 2.932592 4.006949 0.983635 -0.2 0.7 0.1 0.279
H -1.037663 0.612617 2.261904 -0.3 0.2 0.0 0.197
H -1.678735 0.765635 3.631448 0.1 0.0 -0.1 0.343
H 3.187232 0.518397 -1.370049 0.3 0.0 0.6 0.467
H 4.054693 0.750453 -2.596304 0.3 0.0 0.1 0.289
H 2.346077 -1.517838 0.673496 0.1 0.0 0.3 0.309
H 2.893228 -0.185600 1.159098 0.0 0.4 0.4 0.357
H -4.185350 0.698254 -1.693888 0.1 0.4 0.1 0.275
H -4.293623 1.820896 -0.675069 -0.1 0.1 -0.1 0.297
H -1.429564 0.932674 -1.110259 -0.4 0.6 -0.4 0.370
H -2.425141 -0.167605 -0.781236 -0.3 0.1 0.0 0.300
H 2.117162 0.048830 -2.559784 -0.4 -0.1 -0.3 0.249
H 2.101189 1.538439 -2.861202 -0.2 0.1 -0.1 0.306
H -2.202237 -2.448977 3.667978 0.0 0.1 0.0 0.306
H -2.249237 -2.429460 2.148949 -0.2 0.1 0.1 0.258
O 0.111988 0.220903 -0.419638 0.7 -0.7 1.1 -0.575
O -3.674552 -2.275809 -0.222465 0.0 -0.2 1.7 -0.607
O 1.000437 -0.221923 3.082034 0.7 -0.6 -0.5 -0.593
O 2.869778 1.939930 1.538038 4.6 -8.1 1.2 -0.526
O -3.681016 -2.027866 -2.606795 -0.3 0.1 -1.3 -0.589
O -0.675066 0.918274 -4.533067 -0.2 -0.3 -0.2 -0.600
O 2.719906 -3.500009 2.688710 -0.1 -0.3 -0.2 -0.586
O 2.151855 3.524662 1.278319 -4.4 8.2 -1.5 -0.516
O -1.113432 1.226335 3.001228 -0.7 0.4 -0.2 -0.601
O 4.074696 0.786844 -1.633358 0.1 0.1 -0.2 -0.644
O 3.163025 -1.010784 0.740443 -0.3 -0.4 -0.7 -0.594
O -3.959673 1.625369 -1.557813 -1.7 0.9 0.1 -0.566
O -2.070363 0.340349 -1.519549 0.9 -1.6 -0.1 -0.503
O 1.519065 0.776319 -2.764798 0.2 -0.1 -0.2 -0.725
O -2.237192 -1.846526 2.916433 0.2 -0.1 0.0 -0.571
```
Positions in Å, forces in eV/Å.

## Properties
ΔE to the lowest compared entry with this formula, charge and spin: 760.0 kJ/mol
highest occupied orbital energy: -0.3345 hartree
orbital gap: 8.72 eV

---

(2)
ORCA calculation (the ωB97M-V functional and the def2-TZVPD basis) on a structure of composition C42H68IN2O3P2Yb in a non-equilibrium geometry.

XYZ file:
```
119
Properties=species:S:1:pos:R:3:forces:R:3:mulliken_charge:R:1
Yb 1.055226 1.651830 0.711609 -0.6 1.1 -1.1 0.165
N 1.680644 1.792468 3.077182 -1.0 -0.2 -0.1 -0.478
C 3.108965 1.449235 3.169374 0.9 -0.2 0.5 -0.809
C 3.514474 0.438411 2.057869 -0.5 -1.3 1.5 0.650
O 4.001894 -0.667893 2.375143 -0.4 1.9 -0.8 -0.668
O 3.123536 0.817915 0.888637 -0.6 0.0 -0.2 -0.458
H 1.508376 2.787188 3.292485 0.2 -0.5 0.0 0.280
H 1.129224 1.199188 3.717125 0.3 0.5 -0.4 0.172
H 3.358815 1.090872 4.181773 0.0 -0.1 -0.5 0.367
H 3.689024 2.353373 3.005881 0.0 0.2 -0.1 0.362
C 1.426384 1.481762 -5.144167 0.7 -0.7 1.3 -1.791
C 1.122434 1.170870 -3.643832 -0.2 -0.9 -0.4 0.742
C 0.124700 -0.011597 -3.654537 -0.3 0.9 0.5 -1.535
P 0.723614 2.457961 -2.330525 0.7 0.4 0.8 1.126
C 1.583068 3.956008 -3.025841 0.9 0.4 -0.1 0.489
C 1.061075 5.304544 -2.482033 -0.5 -0.4 0.0 -1.348
C 3.107014 3.887208 -2.673236 -0.9 -0.2 -0.7 -1.390
C -0.990931 2.952307 -2.275676 -1.2 -0.3 0.7 0.349
C -1.563972 3.216444 -3.511733 -0.8 0.1 -0.4 -0.036
C -2.921644 3.472847 -3.689726 0.1 0.3 0.2 0.592
C -3.482296 3.647170 -5.068710 0.1 -0.1 -0.1 -1.730
C -3.744601 3.559327 -2.552440 0.2 -0.5 -0.4 -1.037
C -3.235407 3.260442 -1.308054 0.6 0.3 0.8 -0.314
C -1.841703 2.978660 -1.083038 0.2 -0.4 -0.3 -1.477
N -1.342829 2.735941 0.183055 1.5 -0.4 -0.9 0.816
C -2.164790 2.578058 1.295657 -1.2 -0.6 2.6 -1.009
C -2.129155 3.502465 2.442138 -0.1 -1.4 -0.9 0.684
C -1.427618 4.830547 2.352760 -0.3 0.0 0.1 -1.585
C -2.755270 3.149113 3.655420 0.1 -0.3 -0.4 -0.810
C -3.492265 1.974543 3.834839 0.3 0.1 -0.4 0.620
C -4.191383 1.680880 5.152633 0.6 0.0 -0.4 -1.432
C -3.576543 1.104446 2.741929 0.0 0.3 -0.3 -0.332
C -2.958179 1.367277 1.507194 0.5 0.8 -0.2 2.152
C -3.157045 0.365973 0.375739 -0.1 0.3 0.2 -1.656
H 1.765046 0.532849 -5.591929 -0.2 0.2 0.1 0.508
H 2.266181 2.146539 -5.258175 0.1 0.6 -0.1 0.428
H 0.568999 1.813217 -5.690050 -0.5 0.4 -0.3 0.280
H 2.046117 0.789640 -3.176417 0.0 0.0 -0.4 0.328
H -0.818027 0.317006 -4.098853 -0.1 0.0 0.1 0.467
H -0.095893 -0.368231 -2.647473 0.0 -0.1 0.0 0.001
H 0.492208 -0.823975 -4.264355 0.3 -0.3 -0.1 0.686
H 1.482996 3.943253 -4.139757 -0.1 -0.1 0.8 0.370
H 0.833968 5.262885 -1.412217 0.0 -0.1 -0.1 0.051
H 0.169086 5.677811 -3.002542 0.2 -0.2 0.1 0.265
H 1.859689 6.028760 -2.579582 0.1 0.3 -0.2 0.460
H 3.219002 4.064096 -1.613765 0.2 0.0 0.3 0.131
H 3.642896 4.652449 -3.238761 0.0 0.0 0.1 0.462
H 3.531186 2.919198 -2.926426 0.2 -0.2 0.0 0.334
H -0.932199 3.213573 -4.409725 -0.2 -0.1 0.3 0.082
H -2.700048 3.987575 -5.752467 -0.1 0.0 -0.1 0.370
H -4.283690 4.380753 -5.070744 -0.1 0.1 -0.1 0.395
H -3.881459 2.697744 -5.449785 0.0 0.2 0.0 0.283
H -4.812435 3.813328 -2.667962 0.6 -0.2 0.1 0.336
H -3.887997 3.307219 -0.424891 0.3 0.0 -0.4 0.422
H -0.846039 4.889530 1.443303 0.2 0.1 -0.1 -0.018
H -0.778888 5.003381 3.219369 0.0 0.0 -0.2 0.394
H -2.180583 5.633005 2.347518 0.2 -0.1 0.0 0.345
H -2.639874 3.797258 4.525387 0.0 0.1 -0.3 0.324
H -3.817948 2.384464 5.911203 -0.4 -0.2 -0.1 0.360
H -3.958743 0.661532 5.493031 -0.2 0.2 0.0 0.290
H -5.273699 1.768984 5.019732 0.1 0.0 0.3 0.306
H -4.176306 0.191682 2.834426 0.2 0.2 0.0 0.365
H -3.171533 -0.661210 0.760717 0.1 0.1 -0.1 0.440
H -2.399724 0.467377 -0.401215 0.1 -0.1 0.1 -0.286
H -4.125316 0.533937 -0.114797 0.1 0.0 0.1 0.574
I 2.348402 4.634871 1.160618 -0.3 -0.8 0.0 -0.489
O 0.269175 -0.467733 0.499498 0.2 0.8 -0.2 1.175
P 0.596314 -1.936844 0.765152 0.3 -1.2 0.5 0.091
C -0.713990 -3.086552 0.073689 0.2 -0.2 0.0 1.371
C -0.430164 -4.648612 0.083297 -0.2 1.0 -0.5 -1.383
C 0.012803 -5.276211 -1.248987 -1.4 0.0 0.0 -0.430
C -0.870177 -4.806150 -2.429497 0.5 0.4 0.4 -1.268
C -0.868174 -3.268048 -2.529553 -0.3 -0.2 0.0 -0.196
C -1.419670 -2.637207 -1.237714 0.1 -0.2 0.0 0.079
C 2.330644 -2.288173 0.225894 -0.2 -0.2 -0.4 1.851
C 2.653103 -1.905673 -1.250656 0.7 -0.5 0.5 -0.531
C 4.195703 -1.707090 -1.361460 -0.4 0.4 -0.1 -0.642
C 4.961742 -2.869693 -0.710119 -0.1 -0.4 0.7 -0.851
C 4.036007 -4.078690 -0.395468 0.6 0.2 -0.4 -0.970
C 2.896246 -3.705504 0.564667 0.0 0.4 -0.4 -0.574
C 0.585207 -2.124752 2.635874 0.7 0.0 -0.2 0.644
C 0.704919 -3.548155 3.262983 -0.4 -0.4 0.1 -1.320
C -0.586319 -4.170803 3.889138 0.5 0.6 -0.5 -0.709
C -1.535616 -3.202899 4.601019 0.1 0.2 -0.4 -1.224
C -1.788924 -1.909507 3.792401 0.9 -0.7 -0.2 -0.023
C -0.467080 -1.239180 3.366897 0.3 0.0 0.4 -0.443
H -1.453728 -3.001962 0.878814 0.0 0.4 0.0 0.205
H -1.401555 -5.060348 0.351298 -0.1 -0.3 0.0 0.654
H 0.257625 -4.889710 0.882938 0.0 -0.2 0.1 0.245
H -0.074683 -6.362075 -1.149950 0.1 0.0 0.0 0.475
H 1.028754 -5.065079 -1.467695 1.2 0.3 -0.2 -0.091
H -1.890912 -5.135406 -2.239189 -0.2 -0.1 -0.1 0.395
H -0.543909 -5.262132 -3.373308 0.0 0.1 0.2 0.468
H -1.524337 -2.974802 -3.363389 0.2 0.0 0.2 0.511
H 0.125932 -2.877169 -2.787107 -0.1 -0.2 0.2 -0.122
H -2.477820 -2.937259 -1.147426 0.3 0.0 0.0 0.618
H -1.433483 -1.548571 -1.321984 0.1 0.0 0.1 -0.763
H 2.916437 -1.592923 0.835746 -0.2 0.1 0.0 -1.229
H 2.145964 -1.006277 -1.555927 -0.3 0.4 -0.1 -0.534
H 2.358139 -2.704607 -1.930439 -0.3 -0.1 0.0 0.400
H 4.432092 -0.776552 -0.828690 0.0 -0.2 -0.1 0.101
H 4.497980 -1.544269 -2.413845 -0.3 -0.2 0.4 0.527
H 5.359784 -2.548369 0.262774 -0.1 0.1 -0.2 0.275
H 5.851837 -3.180106 -1.276130 -0.4 0.0 -0.1 0.456
H 4.666127 -4.860582 0.047374 -0.3 0.0 -0.1 0.547
H 3.620722 -4.470394 -1.337727 0.1 0.0 0.3 0.213
H 3.272625 -3.659483 1.576080 0.2 0.0 0.4 0.370
H 2.138671 -4.485038 0.547527 0.0 0.0 -0.1 0.018
H 1.600139 -1.680962 2.825730 -0.8 0.0 -0.2 0.216
H 1.463692 -3.470993 4.051093 -0.1 0.0 -0.1 0.613
H 1.096646 -4.310894 2.561017 0.0 0.6 0.3 0.163
H -0.232350 -4.942872 4.573443 -0.2 -0.1 0.0 0.482
H -1.147173 -4.669997 3.102272 -0.1 -0.1 -0.2 0.128
H -1.155456 -2.957981 5.583050 0.2 0.2 0.4 0.407
H -2.476223 -3.730848 4.761387 -0.1 0.1 0.1 0.438
H -2.377858 -1.199511 4.369710 -0.1 0.0 -0.1 0.027
H -2.343835 -2.184991 2.905935 -0.4 0.0 -0.4 0.150
H -0.012721 -0.914872 4.313273 0.2 0.0 -0.1 0.570
H -0.637059 -0.311756 2.808015 -0.2 -0.2 -0.1 -0.516
```
Positions in Å, forces in eV/Å.

## Properties
spin multiplicity: 2
ΔE to the lowest compared entry with this formula, charge and spin: 0.0 kJ/mol
highest occupied orbital energy (spin up / spin down): -0.2413 / -0.2412 hartree
orbital gap (spin up / spin down): 6.86 / 5.48 eV